{
  "formula": "C11H23ClI2IrNP2S",
  "method": "ωB97M-V/def2-TZVPD",
  "species": ["Ir", "I", "I", "Cl", "S", "P", "P", "N", "C", "C", "C", "C", "C", "C", "C", "C", "C", "C", "C", "H", "H", "H", "H", "H", "H", "H", "H", "H", "H", "H", "H", "H", "H", "H", "H", "H", "H", "H", "H", "H", "H", "H"],
  "positions_angstrom": [[-0.01, -0.08, -0.66], [0.00, 2.43, -0.07], [0.01, -0.18, -3.34], [0.04, -2.45, -1.13], [-0.04, -1.29, 1.43], [2.36, -0.06, -0.43], [-2.38, -0.01, -0.46], [-1.13, -1.17, 3.78], [-1.39, 0.70, 5.21], [3.25, 0.42, -1.94], [-0.46, -0.42, 2.83], [3.04, -1.69, 0.02], [-1.62, -0.64, 4.94], [-0.14, 0.89, 3.15], [-3.23, 0.44, -1.99], [3.03, 1.00, 0.90], [-3.05, -1.65, -0.01], [-3.05, 1.08, 0.83], [-0.65, 1.47, 4.31], [-2.15, -1.33, 5.58], [2.65, 0.68, 1.87], [-2.68, 0.79, 1.82], [4.13, 0.93, 0.89], [-4.30, 0.25, -1.87], [-0.46, 2.52, 4.51], [4.33, 0.28, -1.79], [4.12, -1.68, -0.14], [-2.50, -2.43, -0.56], [0.47, 1.46, 2.44], [2.74, 2.05, 0.73], [2.89, -0.19, -2.78], [-1.29, -2.16, 3.57], [-1.79, 1.13, 6.12], [-2.74, 2.12, 0.63], [-2.83, -0.15, -2.82], [-4.15, 1.01, 0.81], [3.04, 1.48, -2.16], [2.58, -2.46, -0.61], [-2.95, -1.83, 1.06], [2.82, -1.92, 1.07], [-4.11, -1.67, -0.30], [-3.06, 1.51, -2.20]],
  "charge": 3,
  "multiplicity": 6,
  "fmax_ev_per_a": 2.00,
  "homo_lumo_gap_ev": [6.64, 5.33]
}